[1]
Entry from the Open Molecules 2025 dataset: a structure of composition C2H4F3NO5S2V (ωB97M-V/def2-TZVPD).

Its gap between HOMO and LUMO (alpha / beta) is 5.079 / 8.341 eV. The spin multiplicity is 4. The energy above the lowest of the compared OMol25 structures with the same formula, charge and spin is 3.9917 eV. The HOMO energy (alpha / beta) comes out at -6.6 / -9.2 eV.

```
18
Properties=species:S:1:pos:R:3:mulliken_spin:R:1
N -0.71084 0.78414 -1.80878 0.01
S 0.92032 0.90707 -1.69862 0.09
O 1.28316 0.73390 -0.13495 -0.10
O 1.55162 -0.43668 -2.12020 -0.04
S -1.45038 -0.55562 -1.40542 0.00
O -0.62726 -1.51811 -0.60325 0.01
O -2.20952 -1.15814 -2.49184 0.00
C -2.74263 0.01655 -0.18843 0.00
F -2.17023 0.43600 0.92233 0.00
F -3.43783 1.00021 -0.73012 0.00
F -3.54702 -0.99678 0.08177 0.00
V 1.30483 -1.32050 -0.29810 2.37
O 1.99083 -1.21110 1.41335 -0.03
H 2.80570 -1.59178 1.74272 0.02
C 1.73947 0.98172 1.63699 0.64
H 0.64865 1.10440 1.72312 -0.01
H 2.83470 0.94169 1.69671 0.02
H 1.81642 1.88304 2.26276 0.03
```

---

[2]
Entry from the Open Molecules 2025 dataset: a cluster of 4 separate species, C17H35Cl2NO4PS in total (ωB97M-V/def2-TZVPD).

Its gap between HOMO and LUMO is 7.611 eV. The spin multiplicity is 1. The charge is +1. The HOMO energy comes out at -11.2 eV.

```
61
Properties=species:S:1:pos:R:3:lowdin_charge:R:1
C 3.02944 2.33428 -4.38336 -0.09
C 1.58532 1.95863 -4.02848 -0.22
C 1.28404 1.73068 -2.53837 -0.21
C 2.08817 2.62562 -1.60135 -0.40
C 1.77554 4.10592 -1.78998 -0.15
C 0.51765 4.63229 -1.06452 -0.15
C 0.04220 3.86076 0.18052 -0.22
C 0.42961 2.39383 0.22287 -0.70
S 0.16524 1.70753 1.88238 0.82
N 1.86912 2.19273 -0.15356 -0.65
Cl 2.89886 3.20660 0.86179 0.85
P 2.25629 0.32313 0.16966 0.65
O 3.03036 0.40615 1.55034 -0.38
Cl 3.88248 0.13435 -1.06031 0.38
H 3.75641 1.84037 -3.73717 0.06
H 3.26674 2.03073 -5.39999 0.08
H 3.19727 3.40849 -4.31025 0.07
H 1.34739 1.03149 -4.54690 0.11
H 0.90825 2.71105 -4.43160 0.11
H 0.22763 1.94380 -2.38238 0.10
H 1.39860 0.66992 -2.32158 0.07
H 3.15032 2.47165 -1.76861 0.07
H 1.64961 4.29703 -2.85187 0.11
H 2.64022 4.68968 -1.48095 0.10
H 0.74578 5.64491 -0.73548 0.12
H -0.30706 4.73705 -1.76680 0.12
H -1.04589 3.88858 0.21807 0.13
H 0.37882 4.34880 1.09264 0.09
H -0.17883 1.80907 -0.45982 0.11
H -0.75660 0.77786 1.60096 -0.09
H 3.95777 0.65184 1.44893 0.04
C -1.00089 0.38315 5.47176 -0.03
C -1.03663 -0.84563 4.59534 -0.50
O -1.66680 -0.86061 3.55817 0.03
C -0.26149 -2.04503 5.06570 -0.02
H -1.59928 1.17477 5.02601 0.08
H -1.39657 0.14693 6.46021 0.09
H 0.02829 0.72664 5.59177 0.08
H -0.62697 -2.37493 6.03868 0.10
H 0.79604 -1.78986 5.16317 0.09
H -0.37633 -2.86142 4.36182 0.05
C -2.01024 -7.18409 3.86246 -0.02
C -1.72476 -5.70295 3.83979 -0.50
O -1.17424 -5.14930 4.76293 0.06
C -2.16554 -4.94523 2.60865 -0.02
H -1.64986 -7.61209 4.79409 0.08
H -3.08349 -7.35972 3.77460 0.09
H -1.51450 -7.67410 3.02292 0.09
H -3.24393 -5.04569 2.47705 0.09
H -1.67444 -5.35472 1.72414 0.09
H -1.91627 -3.89066 2.70830 0.07
C -2.20538 -2.11595 -3.42989 -0.02
C -1.80550 -0.70180 -3.75735 -0.49
O -1.06487 -0.06732 -3.03514 0.05
C -2.36710 -0.11056 -5.02391 -0.01
H -1.73848 -2.42586 -2.49845 0.08
H -3.28972 -2.18324 -3.33151 0.09
H -1.89482 -2.78685 -4.23212 0.09
H -3.45712 -0.10630 -4.98244 0.09
H -2.06254 -0.71028 -5.88280 0.09
H -2.00730 0.90789 -5.14878 0.08
```

---

[3]
Entry from the Open Molecules 2025 dataset: an isolated molecule of CCl3NO (ωB97M-V/def2-TZVPD).

Its gap between HOMO and LUMO (alpha / beta) is 6.355 / 5.218 eV. The spin multiplicity is 1. The energy above the lowest of the compared OMol25 structures with the same formula, charge and spin is 3.9859 eV. The HOMO energy (alpha / beta) comes out at -8.2 / -7.8 eV.

```
6
Properties=species:S:1:pos:R:3:lowdin_charge:R:1
C 0.97863 0.65052 0.84687 -1.47
N -1.85670 -1.05703 -0.31097 -0.19
O -2.58700 -0.79437 -1.20559 -0.02
Cl 1.94990 -0.69535 1.10952 0.49
Cl 1.84202 1.86668 0.04217 0.50
Cl -0.32685 0.02955 -0.48200 0.69
```

---

[4]
Entry from the Open Molecules 2025 dataset: a structure of composition C29H43Cl2F5FeN3O4Si (ωB97M-V/def2-TZVPD).

Its gap between HOMO and LUMO (alpha / beta) is 6.351 / 6.345 eV. The spin multiplicity is 5. The charge is -1. The HOMO energy (alpha / beta) comes out at -4.1 / -4.1 eV.

```
88
Properties=species:S:1:pos:R:3:mulliken_spin:R:1
C -0.76579 0.95916 -4.95021 -0.01
C 0.63877 0.55909 -5.29004 0.00
H -1.01562 1.91859 -5.42354 0.00
H -0.89973 1.03521 -3.86531 0.01
H -1.46442 0.19989 -5.33485 0.00
C 1.30538 0.99379 -6.37245 0.00
C 0.79927 1.93558 -7.40094 0.00
H 2.28778 0.57528 -6.59247 0.00
H 0.24712 2.79061 -6.99218 0.00
H 0.14558 1.43441 -8.12838 0.00
H 1.66024 2.32738 -7.94478 0.00
Fe -1.80818 0.30248 1.40384 3.80
Cl -2.36517 0.21445 -0.73556 0.11
C 0.13894 -1.92150 1.50429 0.02
O -0.15674 -0.70429 1.75863 -0.01
N 1.29728 -2.44288 1.89638 0.01
C 2.34402 -1.62786 2.51365 0.00
C 1.65697 -3.77982 1.44715 0.00
H -0.52717 -2.57314 0.91137 0.00
H 1.93058 -1.00209 3.31515 0.00
H 2.82601 -0.98075 1.75736 0.00
H 3.08949 -2.32175 2.92520 0.00
H 0.74579 -4.37978 1.37999 0.00
H 2.35781 -4.23634 2.15240 0.00
H 2.12649 -3.75325 0.45313 0.00
H -0.79042 -0.08574 7.71032 0.00
H -3.48474 -0.55869 8.12136 0.00
C -1.19270 0.85450 7.29421 0.00
C -3.60060 0.39409 7.58345 0.00
N -2.48865 0.63902 6.68787 0.00
H -0.50292 1.23707 6.53130 0.00
C -2.57534 0.53383 5.34003 0.00
O -1.59626 0.61674 4.59669 0.01
H -4.52715 0.36695 7.00470 0.00
H -3.61266 0.39325 4.98245 0.00
H -1.30090 1.57569 8.11794 0.00
H -3.65969 1.19250 8.33562 0.00
H -3.40969 4.19569 0.65351 0.00
H -1.09149 3.24556 -0.66597 0.01
C -2.66138 4.78023 1.22805 0.00
C -0.66862 4.04383 -0.03903 0.00
N -1.35462 4.13331 1.23151 0.00
H -3.03018 4.89849 2.26293 0.00
C -0.97121 3.30826 2.22995 0.00
O -0.19089 2.34726 2.07474 0.02
H 0.38708 3.82901 0.14701 0.00
H -1.41783 3.53601 3.21277 0.00
H -2.56465 5.76700 0.75288 0.00
H -0.78543 5.00782 -0.54706 0.00
O 1.43465 0.37699 -3.06973 0.00
C 1.29008 -0.37347 -4.26760 0.00
C 3.79115 -0.23459 -4.85047 0.00
C 2.59826 -0.96789 -4.80168 0.00
H 3.80888 0.78819 -4.44481 0.00
C 4.91092 -0.79034 -5.48611 0.00
H 0.56789 -1.19429 -4.08883 0.00
C 2.51348 -2.23333 -5.39672 0.00
H 5.83061 -0.20934 -5.53224 0.00
C 4.82825 -2.04393 -6.08993 0.00
C 3.63681 -2.77702 -6.03269 0.00
H 1.54379 -2.75333 -5.38228 0.00
H 5.70219 -2.45996 -6.59730 0.00
H 3.56615 -3.75227 -6.51663 0.00
Si 2.17386 0.21459 -1.56330 0.00
Cl -3.39806 1.69788 2.27632 0.06
C 3.60639 1.40530 -1.50829 0.00
C 2.73815 -1.55616 -1.35839 0.00
C 0.85368 0.70848 -0.38917 0.02
H 4.35552 1.16778 -2.28029 0.00
H 4.09544 1.35213 -0.52348 0.00
H 3.25933 2.43784 -1.66943 0.00
H 0.29835 1.59653 -0.72864 0.00
H 1.19547 0.87536 0.64398 0.00
H 0.10977 -0.11106 -0.40903 -0.03
H 3.40518 -1.82510 -2.19085 0.00
H 1.87867 -2.24059 -1.37456 0.00
H 3.29385 -1.70167 -0.42085 0.00
F -4.75296 -0.86787 0.99081 0.00
C -4.19563 -1.60351 1.96574 -0.05
C -2.90552 -1.34006 2.38633 0.22
C -2.52517 -2.08741 3.48295 -0.19
F -1.29774 -1.94416 4.04010 -0.02
C -3.35872 -3.01927 4.14812 0.02
F -2.90127 -3.66481 5.24614 0.00
C -4.64845 -3.24152 3.68214 -0.01
F -5.49362 -4.06958 4.34049 0.00
C -5.04779 -2.55957 2.53611 0.01
F -6.26557 -2.77316 1.99904 0.00
```

---

Number 1: F_max 6.7 eV/A. Number 2: F_max 0.9 eV/A. Number 3: F_max 4.8 eV/A. Number 4: F_max 4.3 eV/A.